(1)
The following is a DFT calculation (ωB97M-V with the def2-TZVPD basis set) of a cluster of 3 separate species, C5H12S2 in total at a distorted geometry.

ΔE to the lowest compared entry with this formula, charge and spin	649.0	kJ/mol
Kohn-Sham gap	2.878	eV
multiplicity	1
lowest unoccupied orbital energy	-0.12476	Ha

Geometry as XYZ:
```
19
Properties=species:S:1:pos:R:3:forces:R:3:lowdin_charge:R:1
C -0.0594 0.8224 0.2073 0.71 -0.31 0.57 -0.1026
C 0.2998 0.3036 -1.1728 -0.86 1.14 0.55 -0.3735
C 1.4566 -0.1682 -1.4405 -0.86 0.42 -1.51 0.2149
C -0.7988 0.6006 -2.2076 0.66 -0.76 -0.40 -0.0123
H -0.5993 1.7629 0.1245 0.16 0.05 -0.10 0.0777
H 0.8532 0.8948 0.7914 -0.06 0.43 0.19 0.0670
H -0.7262 0.1385 0.7357 -0.19 -0.20 -0.32 0.0050
H 1.7907 -1.1500 0.0847 0.36 -0.49 0.67 -0.0351
H 2.1157 -0.0541 -2.2904 0.68 -0.52 0.49 0.0958
H -0.7838 -0.1983 -2.9424 -0.36 -0.03 -0.09 0.0826
H -0.5409 1.5144 -2.7329 -0.04 0.28 0.12 0.0926
H -1.7560 0.6827 -1.7105 -0.13 -0.07 0.02 0.0542
C 2.1578 -1.5531 1.0602 -0.04 0.27 0.47 -0.0249
S -3.1749 0.5404 0.9564 0.13 -0.13 0.38 -0.0993
S -2.8987 0.2982 2.9802 -0.26 -0.11 -0.64 0.1009
H 3.2193 -1.7701 1.0141 0.09 -0.14 -0.19 0.0268
H 1.5952 -2.4312 1.3730 -0.01 -0.09 -0.33 0.0364
H 2.0133 -0.8054 1.8407 -0.01 0.11 -0.12 0.0263
H -4.1636 0.5720 3.3291 0.05 0.13 0.26 -0.2325
```
Positions in Å, forces in eV/Å.


(2)
The following is a DFT calculation (ωB97M-V with the def2-TZVPD basis set) of a cluster of 2 separate species, C5H13Br2IN in total.

Kohn-Sham gap	9.460	eV
multiplicity	1
charge	+1
lowest unoccupied orbital energy	-0.11147	Ha

Geometry as XYZ:
```
22
Properties=species:S:1:pos:R:3:forces:R:3:lowdin_charge:R:1
N -0.5005 -0.6391 -0.8747 0.10 -0.20 -0.02 0.1413
C -0.1534 -1.8228 -0.0079 -0.04 -0.06 -0.01 -0.1905
C 1.3269 -1.8257 0.3389 -0.01 0.06 0.07 -0.3127
C 1.7807 -3.1778 0.8719 0.00 0.12 0.17 -0.6481
I 1.7390 -4.6869 -0.6252 0.00 -0.10 -0.09 0.8407
H -1.3266 -0.8186 -1.4460 -0.05 0.09 0.07 0.1556
H 0.2710 -0.4345 -1.5124 -0.06 0.06 -0.03 0.1531
H -0.6757 0.2117 -0.3156 0.04 0.03 -0.03 -0.0227
H -0.4256 -2.7189 -0.5672 0.06 0.06 0.01 0.0826
H -0.7805 -1.7577 0.8812 0.00 -0.03 -0.05 0.1361
H 1.9172 -1.5719 -0.5483 -0.01 -0.05 0.04 0.1078
H 1.5354 -1.0644 1.0985 -0.03 0.00 -0.06 0.1176
H 1.1518 -3.5281 1.6888 0.01 0.02 -0.04 0.0539
H 2.8045 -3.1225 1.2306 -0.03 -0.01 -0.06 0.0507
Br -0.7315 1.7800 1.5108 0.03 -0.02 0.02 0.7061
C -0.5306 3.4432 0.5070 -0.02 0.02 -0.13 -0.6390
C -1.6373 3.6227 -0.5001 0.03 -0.04 0.05 -0.6532
Br -1.4315 2.4234 -2.0254 -0.02 0.02 0.02 0.6603
H 0.4481 3.4044 0.0398 0.01 0.03 0.03 0.0592
H -0.5494 4.2340 1.2521 -0.06 -0.01 0.03 0.0708
H -1.6133 4.6277 -0.9140 0.04 -0.01 -0.02 0.0710
H -2.6184 3.4216 -0.0826 0.00 0.03 0.01 0.0594
```
Positions in Å, forces in eV/Å.


(3)
The following is a DFT calculation (ωB97M-V with the def2-TZVPD basis set) of a structure of composition C5H13Cl2PdY at a distorted geometry.

expectation value of S²	6.028
Kohn-Sham gap (spin up / spin down)	7.981 / 4.287	eV
multiplicity	5
lowest unoccupied orbital energy (spin up / spin down)	0.01447 / -0.15549	Ha

Geometry as XYZ:
```
22
Properties=species:S:1:pos:R:3:forces:R:3:lowdin_charge:R:1
Y -1.2926 -1.8385 -0.8628 -0.33 1.49 0.26 0.8752
Cl -3.7184 -2.4081 -1.0690 -0.08 0.18 0.10 -0.1573
C -0.7885 -3.8300 0.1700 0.62 -2.87 0.79 -0.1718
C -0.8206 -2.0251 -3.1654 0.71 -0.51 -1.52 -0.2266
H -0.4848 -4.5253 -0.6307 -0.08 0.44 -0.11 0.0209
H 0.0232 -3.7799 0.9077 -0.09 0.57 -0.22 0.0150
H -1.6887 -4.2508 0.6476 -0.01 0.61 -0.26 0.0144
H -0.4889 -3.0653 -3.3322 -0.11 0.10 0.32 -0.0026
H 0.0090 -1.3821 -3.4948 -0.18 0.00 0.37 -0.0159
H -1.6707 -1.8525 -3.8397 -0.12 0.08 0.50 -0.0060
Pd 0.2541 0.6019 -0.4946 -0.64 1.02 0.08 0.6164
C 0.6828 2.5338 -0.9918 0.19 1.35 -1.01 -0.1944
C 1.2522 -1.0821 -0.6231 2.07 -1.11 0.28 -0.3108
H 1.4549 2.5011 -1.7720 -0.21 0.06 0.21 -0.0034
H -0.2501 2.9816 -1.3737 0.32 -0.22 0.12 0.0006
H 1.0373 3.0577 -0.0970 -0.04 -0.30 -0.01 0.0017
H 2.0206 -1.1159 -1.4112 -0.33 -0.26 0.17 -0.0378
H 1.6712 -1.4018 0.3638 -0.50 -0.27 -0.77 -0.0351
Cl -0.4780 -0.4968 2.3126 0.02 -0.34 0.46 0.4695
C -1.2297 0.2979 0.9202 -0.92 0.00 -0.07 -0.8134
H -2.2073 -0.1668 0.7565 -0.26 0.06 0.25 -0.0461
H -1.4356 1.3403 1.1696 -0.04 -0.07 0.09 0.0075
```
Positions in Å, forces in eV/Å.


What is the multiplicity in the first record?
1


Which formula does entry 3 have?
C5H13Cl2PdY